(1)
Density functional theory data (ωB97M-V with the def2-TZVPD basis set) for C29H30AsF9N6NdOS2 as an isolated structure in a non-equilibrium geometry.

Orbital gap (spin up / spin down): 0.2311 / 0.2349 hartree
Expectation value of S²: 3.754
HOMO level (spin up / spin down): -0.3775 / -0.3773 hartree

```
! wB97M-V def2-TZVPD RIJCOSX def2/J DEFGRID3
* xyz 1 4
Nd 0.578 -1.840 -1.833
S -1.606 -1.285 0.202
C -1.204 -1.974 1.767
C -1.518 -3.320 2.097
C -1.384 -3.844 3.406
C -0.876 -2.945 4.368
C -0.502 -1.630 4.068
C -0.684 -1.140 2.796
As -0.237 0.668 2.176
C -1.960 1.511 1.755
C -3.179 1.133 2.360
C -4.339 1.734 1.924
C -4.402 2.612 0.853
C -3.270 2.902 0.163
C -2.041 2.315 0.623
C -0.115 1.678 3.976
C 1.102 2.229 4.319
C 1.289 2.909 5.490
C 0.295 2.934 6.496
C -0.869 2.231 6.236
C -1.110 1.641 4.957
H -1.834 -3.910 1.197
H -1.623 -4.875 3.620
H -0.619 -3.334 5.375
H -0.156 -0.939 4.861
H -3.254 0.474 3.288
H -5.258 1.477 2.515
H -5.348 3.100 0.688
H -3.152 3.467 -0.726
H -1.152 2.586 0.060
H 1.924 1.989 3.603
H 2.159 3.466 5.564
H 0.479 3.324 7.461
H -1.716 2.169 6.931
H -1.992 0.971 4.856
F -1.938 0.151 -6.485
C -0.865 -0.006 -5.700
F 0.108 -0.650 -6.496
F -0.382 1.231 -5.453
C -1.072 -0.837 -4.371
O 0.115 -0.651 -3.733
C -2.208 -0.200 -3.600
F -3.362 -0.220 -4.312
F -2.427 -1.027 -2.559
F -1.935 1.041 -3.171
C -1.290 -2.371 -4.545
F -0.934 -3.011 -3.226
F -2.568 -2.723 -4.790
F -0.395 -2.987 -5.339
N 0.310 -4.504 -1.209
C 1.443 -4.694 -2.015
N 1.320 -5.504 -3.045
S 2.821 -3.783 -1.589
H -0.514 -5.075 -1.417
H 0.555 -4.242 -0.234
H 0.453 -6.072 -3.210
H 2.003 -5.520 -3.725
C 2.828 0.052 -0.353
N 1.914 0.233 -1.518
C 1.009 1.348 -1.158
N 1.702 2.638 -0.938
C 2.668 2.392 0.194
N 3.582 1.248 -0.074
C 4.262 1.670 -1.282
N 3.457 1.885 -2.486
C 2.690 0.672 -2.780
C 2.488 2.941 -2.126
H 3.436 -0.787 -0.620
H 2.152 -0.267 0.453
H 0.543 0.962 -0.207
H 0.217 1.408 -1.914
H 2.145 2.231 1.116
H 3.272 3.300 0.317
H 4.981 0.928 -1.431
H 4.784 2.604 -0.978
H 3.446 -0.128 -2.933
H 1.973 0.826 -3.621
H 1.732 3.145 -2.931
H 3.056 3.873 -1.996
*
```



(2)
Density functional theory data (ωB97M-V with the def2-TZVPD basis set) for C29H30AsFeN6O3S as an isolated structure in a non-equilibrium geometry.

Orbital gap (spin up / spin down): 0.2449 / 0.2368 hartree
Expectation value of S²: 8.772
HOMO level (spin up / spin down): -0.3061 / -0.3127 hartree

```
! wB97M-V def2-TZVPD RIJCOSX def2/J DEFGRID3
* xyz 0 6
Fe 0.038 -0.113 0.108
C -0.429 -0.298 4.392
C -1.482 -1.112 3.711
C -2.163 -2.087 4.428
C -3.122 -2.879 3.827
C -3.386 -2.724 2.478
C -2.732 -1.759 1.730
C -3.032 -1.629 0.270
C -1.796 -0.920 2.358
N -1.188 0.121 1.623
C -1.383 1.372 2.088
O -2.063 1.720 3.032
C -0.683 2.383 1.158
C -0.479 3.871 1.569
C 0.695 4.485 0.900
C 1.438 3.792 -0.020
C 1.265 2.409 -0.188
N 0.377 1.711 0.551
C 2.022 1.534 -1.093
O 2.944 1.901 -1.810
N 1.519 0.255 -1.049
C 2.210 -0.764 -1.706
C 3.491 -1.146 -1.279
C 4.148 -0.441 -0.138
C 4.133 -2.178 -1.944
C 3.528 -2.831 -3.003
C 2.257 -2.462 -3.411
C 1.582 -1.436 -2.769
C 0.229 -0.986 -3.231
H -0.017 -0.840 5.241
H -0.864 0.632 4.758
H 0.378 -0.040 3.705
H -1.945 -2.210 5.479
H -3.658 -3.622 4.398
H -4.137 -3.334 1.994
H -3.696 -2.424 -0.067
H -2.096 -1.672 -0.300
H -3.504 -0.672 0.049
H -0.600 4.128 2.622
H 0.856 5.539 1.070
H 2.220 4.272 -0.590
H 3.423 -0.218 0.645
H 4.564 0.503 -0.488
H 4.956 -1.039 0.274
H 5.124 -2.469 -1.630
H 4.058 -3.609 -3.532
H 1.789 -2.961 -4.251
H -0.115 -1.566 -4.085
H 0.272 0.066 -3.511
H -0.503 -1.061 -2.423
O -1.436 0.592 -1.164
N -2.548 1.215 -1.152
C -2.746 2.368 -0.557
C -1.801 3.007 0.304
N -1.674 4.211 0.756
C -4.006 2.979 -0.733
N -5.031 3.482 -0.837
C -0.504 -4.278 -1.555
As 0.385 -4.169 0.175
C 1.950 -5.315 -0.010
C -0.728 -5.119 1.467
S 0.964 -2.283 0.900
H -0.683 -5.324 -1.802
H 0.145 -3.830 -2.309
H -1.450 -3.739 -1.522
H 1.630 -6.335 -0.232
H 2.515 -5.299 0.924
H 2.592 -4.936 -0.808
H -0.714 -6.191 1.262
H -1.750 -4.740 1.436
H -0.327 -4.933 2.465
*
```



(3)
Density functional theory data (ωB97M-V with the def2-TZVPD basis set) for C29H30AsN5OS5Ti as an isolated structure in a non-equilibrium geometry.

Orbital gap (spin up / spin down): 0.1691 / 0.1802 hartree
Expectation value of S²: 2.028
HOMO level (spin up / spin down): -0.0149 / -0.0267 hartree

```
! wB97M-V def2-TZVPD RIJCOSX def2/J DEFGRID3
* xyz -2 3
Ti 0.198 -1.045 1.034
C 4.261 -3.317 -1.037
C 4.361 -1.833 -1.054
C 5.209 -1.208 -1.971
C 5.236 0.169 -2.017
C 4.425 0.885 -1.157
C 3.611 0.197 -0.251
N 3.606 -1.132 -0.205
C 2.780 0.971 0.721
C 3.187 2.285 0.893
C 2.500 3.131 1.764
C 1.480 2.615 2.495
C 1.121 1.252 2.377
N 1.735 0.436 1.428
C 0.148 0.678 3.248
C -0.457 1.420 4.295
C -1.297 0.805 5.178
C -1.520 -0.572 5.055
C -0.952 -1.265 3.996
C -1.200 -2.734 3.896
N -0.168 -0.656 3.079
H 5.086 -3.781 -1.581
H 3.320 -3.618 -1.515
H 4.205 -3.703 -0.023
H 5.821 -1.807 -2.633
H 5.881 0.686 -2.719
H 4.411 1.962 -1.229
H 4.059 2.655 0.378
H 2.787 4.171 1.867
H 0.932 3.258 3.167
H -0.269 2.478 4.392
H -1.773 1.372 5.969
H -2.149 -1.096 5.761
H -1.757 -3.086 4.765
H -0.261 -3.281 3.821
H -1.776 -2.970 3.002
C -3.099 0.169 -4.012
C -1.732 0.852 -4.082
N -0.670 0.093 -3.441
C 0.221 -0.690 -4.279
C -0.285 -2.100 -4.576
C -0.613 0.061 -2.071
S 0.632 -0.886 -1.365
N -1.520 0.823 -1.461
C -1.633 0.947 -0.147
O -0.907 0.378 0.718
C -2.693 1.837 0.350
C -3.448 2.641 -0.509
C -4.430 3.475 -0.007
C -4.689 3.521 1.358
C -3.948 2.720 2.218
C -2.960 1.890 1.721
H -3.864 0.806 -4.464
H -3.353 -0.007 -2.969
H -3.082 -0.789 -4.532
H -1.798 1.824 -3.588
H -1.443 1.006 -5.125
H 1.179 -0.770 -3.769
H 0.373 -0.131 -5.208
H -0.378 -2.673 -3.650
H 0.434 -2.616 -5.217
H -1.251 -2.076 -5.085
H -3.237 2.595 -1.569
H -5.002 4.102 -0.682
H -5.465 4.170 1.747
H -4.145 2.744 3.283
H -2.386 1.262 2.390
S -1.003 -5.656 1.580
As -0.295 -3.940 0.536
S -1.787 -2.310 0.531
S 1.383 -3.005 1.636
S 0.113 -4.586 -1.451
*
```



(4)
Density functional theory data (ωB97M-V with the def2-TZVPD basis set) for C29H30ClGaN10OS as an isolated structure in a non-equilibrium geometry.

Orbital gap: 0.2460 hartree
HOMO level: -0.4742 hartree

```
! wB97M-V def2-TZVPD RIJCOSX def2/J DEFGRID3
* xyz 2 1
Ga 12.530 13.065 11.646
Cl 17.309 13.745 17.049
C 16.086 13.254 15.937
C 14.804 13.045 16.489
C 13.716 12.931 15.633
C 13.884 12.866 14.229
O 12.796 12.741 13.482
C 15.231 12.954 13.656
C 15.458 12.785 12.255
N 14.551 12.956 11.314
C 14.966 13.181 9.991
C 16.296 13.274 9.568
C 16.621 13.580 8.245
C 15.626 13.891 7.321
C 14.269 13.973 7.741
C 13.213 14.505 6.937
C 11.914 14.342 7.330
C 11.645 13.796 8.618
N 12.615 13.440 9.440
C 13.926 13.547 9.055
C 16.328 13.106 14.582
H 14.619 13.162 17.574
H 12.725 12.866 16.036
H 16.461 12.331 12.056
H 17.075 13.079 10.329
H 17.650 13.531 7.875
H 15.868 14.265 6.345
H 13.399 14.870 5.960
H 11.119 14.702 6.701
H 10.625 13.652 8.891
H 17.327 13.294 14.260
N 9.710 11.008 11.674
C 9.382 12.299 11.756
N 8.090 12.612 11.784
C 7.822 13.935 11.863
N 6.538 14.366 11.866
N 8.744 14.916 11.898
C 10.017 14.496 11.762
N 10.415 13.193 11.782
C 11.012 15.517 11.731
C 10.714 16.891 11.635
C 11.712 17.857 11.694
C 13.033 17.420 11.773
C 13.267 16.053 11.861
N 12.306 15.124 11.826
H 8.953 10.371 11.644
H 10.684 10.718 11.607
H 5.805 13.662 11.942
H 6.401 15.312 12.148
H 9.653 17.163 11.554
H 11.431 18.896 11.731
H 13.914 18.090 11.738
H 14.293 15.700 12.120
C 13.390 7.336 14.246
C 14.419 8.174 13.473
N 13.819 9.233 12.660
C 13.210 9.098 11.482
S 12.662 10.482 10.541
N 13.067 7.849 10.984
C 12.445 7.490 9.687
C 10.967 7.257 9.867
H 13.834 6.422 14.623
H 12.492 7.139 13.687
H 13.085 7.865 15.176
H 15.018 7.577 12.798
H 15.095 8.665 14.167
H 13.951 10.196 12.957
H 13.319 7.044 11.578
H 12.985 6.601 9.337
H 12.756 8.308 9.044
H 10.759 6.664 10.792
H 10.584 6.715 8.995
H 10.403 8.219 10.016
*
```



(5)
Density functional theory data (ωB97M-V with the def2-TZVPD basis set) for C29H30ClInN6O9PS as an isolated structure in a non-equilibrium geometry.

Orbital gap: 0.1970 hartree
HOMO level: -0.1435 hartree

```
! wB97M-V def2-TZVPD RIJCOSX def2/J DEFGRID3
* xyz -1 1
In -0.487 1.431 1.225
O 1.514 7.378 1.667
C 1.173 6.102 1.356
C 2.078 5.076 1.405
C 1.539 3.788 1.384
N 0.198 3.566 1.284
C -0.688 4.573 1.281
C -0.214 5.916 1.219
C -2.112 4.057 1.218
O -3.063 4.852 1.209
O -2.234 2.710 1.216
C 2.402 2.569 1.540
O 3.625 2.575 1.629
O 1.654 1.468 1.526
H 2.419 7.603 1.480
H 3.127 5.313 1.579
H -0.873 6.805 1.316
N -4.149 -1.657 3.425
C -4.754 -2.437 2.465
C -3.984 -2.286 1.316
N -2.934 -1.370 1.544
C -3.046 -0.991 2.843
C -2.062 -0.225 3.609
N -0.955 0.396 3.068
C -0.149 0.830 4.129
C -0.749 0.514 5.321
N -1.961 -0.091 4.980
H -4.593 -1.482 4.325
H -5.680 -3.026 2.589
H -4.036 -2.856 0.361
H 0.817 1.307 3.901
H -0.328 0.624 6.305
H -2.665 -0.373 5.677
N 1.909 -1.886 0.781
C 1.075 -2.953 0.626
C 0.714 -3.823 1.675
C -0.193 -4.875 1.509
C -0.763 -5.054 0.246
C -0.363 -4.259 -0.858
C 0.488 -3.223 -0.694
S -1.827 -6.471 -0.070
O -1.366 -7.130 -1.285
O -3.083 -5.732 -0.142
O -1.698 -7.320 1.126
H 2.337 -1.729 1.687
H 2.289 -1.442 -0.052
H 1.187 -3.756 2.639
H -0.529 -5.493 2.345
H -0.851 -4.532 -1.794
H 0.834 -2.636 -1.532
C 2.004 -1.631 -4.125
P 3.370 -0.974 -3.132
C 4.816 -1.860 -3.664
C 3.527 0.783 -3.499
O 3.224 -1.185 -1.634
H 2.000 -1.221 -5.136
H 1.044 -1.440 -3.549
H 2.089 -2.748 -4.161
H 5.056 -1.647 -4.713
H 4.664 -2.955 -3.520
H 5.675 -1.599 -3.045
H 4.263 0.929 -4.327
H 3.878 1.313 -2.627
H 2.621 1.306 -3.837
Cl -3.621 0.629 -1.277
C -2.328 1.257 -2.214
C -2.561 1.786 -3.440
C -1.562 2.639 -4.067
C -0.333 2.798 -3.477
C -0.006 2.083 -2.331
C -0.988 1.200 -1.726
C -0.682 0.291 -0.646
H -3.485 1.601 -3.994
H -1.816 3.117 -4.992
H 0.419 3.465 -3.863
H 0.913 2.253 -1.765
H 0.315 -0.155 -0.558
H -1.490 -0.380 -0.281
*
```



(6)
Density functional theory data (ωB97M-V with the def2-TZVPD basis set) for C29H30F5O6Tc as an isolated structure in a non-equilibrium geometry.

Orbital gap (spin up / spin down): 0.0992 / 0.1901 hartree
Expectation value of S²: 3.771
HOMO level (spin up / spin down): -0.0265 / -0.1175 hartree

```
! wB97M-V def2-TZVPD RIJCOSX def2/J DEFGRID3
* xyz -1 4
C -6.336 3.717 -1.174
C -4.904 3.582 -0.651
C -6.390 3.009 -2.557
C -4.922 2.935 -3.021
H -6.994 3.661 -3.198
H -6.874 2.028 -2.471
C -4.071 3.648 -1.930
H -4.806 2.602 -0.161
H -4.663 4.370 0.075
C -2.770 2.879 -1.860
H -3.887 4.703 -2.183
H -4.821 3.492 -3.967
C -4.209 1.539 -3.177
C -7.423 3.290 -0.214
C -6.731 5.188 -1.284
O -7.062 5.767 -2.307
O -7.245 2.662 0.812
O -8.628 3.751 -0.622
O -6.710 5.808 -0.088
C -7.174 7.157 -0.149
H -6.935 7.577 0.825
H -8.256 7.179 -0.332
H -6.668 7.697 -0.956
C -9.668 3.549 0.340
H -9.840 2.476 0.501
H -10.543 4.028 -0.100
H -9.399 4.019 1.296
O -2.949 1.579 -2.402
H -2.403 2.763 -0.831
H -2.006 3.409 -2.456
C -3.857 1.273 -4.639
C -4.985 0.336 -2.640
H -5.917 0.175 -3.198
H -5.212 0.442 -1.570
H -4.371 -0.568 -2.762
H -3.193 0.403 -4.717
H -3.347 2.134 -5.089
H -4.761 1.060 -5.225
Tc 0.286 0.080 -0.055
C 2.161 0.978 -0.832
C 1.025 1.564 -1.496
C 0.224 2.198 -0.486
H 0.808 1.543 -2.559
C 0.838 1.987 0.786
C 2.035 1.215 0.578
H 2.735 0.891 1.341
H 2.992 0.480 -1.318
H -0.646 2.810 -0.674
H 0.490 2.410 1.721
C -1.155 -2.000 0.850
C -0.030 -1.691 1.661
C -0.086 -0.293 2.006
H 0.669 -2.408 2.089
C -1.260 0.273 1.353
C -1.884 -0.797 0.602
H -2.831 -0.712 0.076
H -1.459 -2.994 0.535
H 0.509 0.190 2.776
H -1.692 1.246 1.541
F 3.551 -5.879 -2.501
C 2.809 -4.792 -2.233
C 1.682 -4.515 -3.010
F 1.345 -5.345 -4.020
C 0.924 -3.397 -2.734
F -0.175 -3.128 -3.464
C 1.263 -2.513 -1.675
O 0.512 -1.477 -1.458
C 2.418 -2.833 -0.922
F 2.787 -2.031 0.110
C 3.180 -3.944 -1.188
F 4.272 -4.219 -0.442
*
```



How do the records compare in relative energy (zero: lowest compared OMol25 entry of this formula, charge and spin)? In the order shown, they have 101.5 87.5 33.4 0.0 97.5 0.0 kJ/mol.